[1]
DFT (the ωB97M-V functional and the def2-TZVPD basis) results for a 13-piece molecular cluster, C25H80N22O13 overall at a distorted geometry.

ΔE to the lowest compared entry with this formula, charge and spin = 29.30 kcal/mol
Orbital gap = 8.48 eV
LUMO = -0.11 eV

ORCA input file:
```
! wB97M-V def2-TZVPD RIJCOSX def2/J DEFGRID3
* xyz 0 1
C -2.88 -5.48 0.72
C -3.16 -4.69 2.01
C -2.85 -5.50 3.29
O -1.68 -6.25 3.23
C -1.01 -6.54 4.45
N -2.45 -3.41 1.95
H -1.91 -5.97 0.70
H -2.83 -4.71 -0.04
H -3.67 -6.21 0.53
H -4.24 -4.48 2.04
H -3.71 -6.15 3.50
H -2.78 -4.76 4.10
H -0.46 -7.48 4.46
H -1.76 -6.61 5.24
H -0.35 -5.69 4.62
H -2.87 -2.88 2.71
H -2.66 -2.92 1.08
C 1.21 5.05 3.08
C 1.26 3.60 2.62
C 2.53 2.85 3.03
O 3.77 3.34 2.52
C 4.03 2.99 1.16
N 0.02 2.91 2.98
H 1.99 5.69 2.66
H 1.30 5.14 4.16
H 0.32 5.56 2.69
H 1.16 3.66 1.52
H 2.48 1.77 2.82
H 2.72 2.91 4.10
H 4.20 1.91 1.08
H 4.95 3.47 0.84
H 3.11 3.30 0.65
H 0.20 2.43 3.87
H -0.13 2.09 2.40
C 1.97 6.75 -0.97
C 0.94 5.62 -1.05
C -0.49 6.10 -1.35
O -0.58 6.91 -2.52
C -1.95 7.17 -2.78
N 1.39 4.74 -2.17
H 2.98 6.34 -1.00
H 1.92 7.23 0.01
H 1.80 7.54 -1.71
H 0.82 5.04 -0.14
H -0.80 6.74 -0.51
H -1.16 5.24 -1.29
H -2.45 7.44 -1.85
H -2.48 6.30 -3.19
H -1.99 8.00 -3.49
H 0.64 4.06 -2.39
H 1.28 5.37 -2.97
C -0.72 -2.50 -2.52
C 0.32 -3.61 -2.54
C 0.40 -4.54 -3.74
O -0.78 -5.29 -3.77
C -0.92 -6.14 -4.88
N 1.66 -2.97 -2.34
H -1.68 -2.87 -2.89
H -0.39 -1.83 -3.32
H -0.89 -2.06 -1.55
H 0.22 -4.31 -1.70
H 1.29 -5.18 -3.64
H 0.61 -3.94 -4.64
H -1.93 -6.49 -5.08
H -0.43 -7.10 -4.65
H -0.42 -5.78 -5.79
H 2.33 -3.74 -2.28
H 1.57 -2.70 -1.35
C -2.17 -0.63 5.11
O -1.05 -0.19 5.34
N -2.67 -0.80 3.85
N -3.01 -1.07 6.11
H -3.40 -1.45 3.63
H -2.25 -0.29 3.09
H -2.70 -0.86 7.04
H -3.96 -1.32 5.92
C 2.81 -0.90 -5.08
O 3.31 -2.01 -5.28
N 2.17 -0.55 -3.94
N 2.67 -0.02 -6.14
H 1.86 0.39 -3.82
H 1.89 -1.25 -3.25
H 2.99 -0.31 -7.04
H 2.33 0.91 -5.98
C -4.20 -0.48 -0.03
O -3.36 -1.11 -0.72
N -3.80 0.54 0.78
N -5.52 -0.83 0.00
H -2.79 0.72 0.90
H -4.54 1.04 1.24
H -6.07 -0.41 0.72
H -5.67 -1.77 -0.33
C -0.18 0.30 0.88
O -1.19 0.85 1.39
N 0.15 -0.99 1.20
N 0.62 0.94 0.01
H -0.52 -1.47 1.77
H 0.95 -1.51 0.82
H 0.28 1.87 -0.28
H 1.39 0.53 -0.49
C 3.79 -2.12 0.30
O 2.60 -1.85 0.05
N 4.74 -2.05 -0.69
N 4.19 -2.76 1.42
H 5.67 -2.40 -0.64
H 4.25 -1.97 -1.58
H 5.18 -2.88 1.57
H 3.54 -3.00 2.17
C 0.97 -3.55 3.32
O 2.17 -3.39 3.63
N 0.54 -4.01 2.12
N -0.03 -3.23 4.18
H 1.19 -4.16 1.38
H -0.45 -4.18 1.96
H -0.98 -3.40 3.90
H 0.11 -2.87 5.10
C -3.49 3.94 0.53
O -4.08 4.74 1.26
N -4.05 3.42 -0.59
N -2.17 3.60 0.68
H -4.95 3.80 -0.84
H -3.59 2.72 -1.15
H -1.59 4.12 1.31
H -1.74 3.01 0.00
C 5.43 1.43 -2.01
O 5.94 2.41 -2.56
N 4.12 1.39 -1.62
N 6.16 0.35 -1.64
H 3.57 2.23 -1.75
H 3.59 0.54 -1.53
H 7.13 0.30 -1.87
H 5.74 -0.46 -1.20
C -1.38 2.45 -2.52
O -0.57 2.82 -1.64
N -2.15 1.34 -2.37
N -1.55 3.06 -3.74
H -2.14 0.74 -1.55
H -2.79 1.06 -3.08
H -2.19 2.66 -4.39
H -1.00 3.84 -4.08
*
```



[2]
DFT (the ωB97M-V functional and the def2-TZVPD basis) results for C25H9Cl2F4I2N5NiO2 as an isolated structure at a distorted geometry.

ΔE to the lowest compared entry with this formula, charge and spin = 22.96 kcal/mol
Orbital gap (spin up / spin down) = 4.79 / 4.55 eV
LUMO (spin up / spin down) = -3.23 / -3.33 eV

ORCA input file:
```
! wB97M-V def2-TZVPD RIJCOSX def2/J DEFGRID3
* xyz 0 1
Ni -1.60 -0.64 -2.01
Cl 3.90 2.49 1.77
C 2.83 1.74 0.67
C 2.66 2.23 -0.59
C 1.85 1.61 -1.58
Cl 1.80 2.29 -3.15
C 1.07 0.47 -1.31
O 0.40 -0.19 -2.12
C 1.07 0.08 0.15
C -1.24 0.06 1.23
O -1.68 -0.62 0.33
C 2.22 0.45 1.10
H 3.19 3.12 -0.88
H -1.80 0.21 2.16
H 1.08 -0.58 2.59
F 0.84 -1.28 0.21
C 0.10 0.77 1.17
C 1.17 0.46 2.25
F 3.20 -0.50 1.27
C 1.36 1.36 3.42
C 0.96 2.68 3.24
C 0.30 3.09 2.08
F 0.03 4.41 1.99
C -0.15 2.26 1.05
C -0.94 2.77 -0.01
C -1.37 1.94 -1.01
N -1.72 1.21 -1.86
C -1.39 4.10 -0.13
N -1.82 5.16 -0.30
F 1.19 3.60 4.18
C 1.94 0.84 4.58
C 2.14 1.57 5.76
N 2.31 2.12 6.76
C 2.39 -0.49 4.65
N 2.77 -1.57 4.71
I -2.83 -5.11 -5.71
C -1.79 -4.36 -4.04
C -0.99 -5.18 -3.26
C -0.40 -4.62 -2.14
C -0.65 -3.29 -1.83
N -1.40 -2.50 -2.59
C -1.95 -3.03 -3.69
H -0.84 -6.22 -3.52
H 0.24 -5.21 -1.51
H -0.21 -2.86 -0.94
H -2.53 -2.37 -4.33
I -4.68 -0.15 -0.68
C -3.49 -0.68 -2.36
H -3.72 0.02 -3.17
H -3.81 -1.69 -2.61
*
```



[3]
DFT (the ωB97M-V functional and the def2-TZVPD basis) results for C26H12F4IN6O5S2Ti as an isolated structure at a distorted geometry.

ΔE to the lowest compared entry with this formula, charge and spin = 0.00 kcal/mol
Orbital gap (spin up / spin down) = 6.31 / 6.09 eV
LUMO (spin up / spin down) = -2.17 / -3.04 eV

ORCA input file:
```
! wB97M-V def2-TZVPD RIJCOSX def2/J DEFGRID3
* xyz 0 2
Ti -0.21 1.86 -0.79
C -4.05 0.07 -1.26
C -3.56 0.09 0.15
N -4.39 -0.10 1.15
C -3.95 -0.02 2.41
C -2.65 0.27 2.76
C -2.27 0.46 4.21
O -1.11 -0.26 4.61
C -1.73 0.49 1.71
C -0.37 0.88 1.98
N 0.47 1.39 1.13
C 1.68 1.96 1.64
C 1.74 2.44 2.95
C 2.89 3.02 3.46
C 4.01 3.17 2.66
C 3.96 2.74 1.34
C 2.81 2.15 0.85
I 2.85 1.61 -1.19
C -2.19 0.36 0.39
O -1.33 0.52 -0.60
H -5.14 0.04 -1.27
H -3.67 -0.80 -1.80
H -3.70 0.96 -1.78
H -4.70 -0.19 3.18
H -3.12 0.19 4.84
H -2.05 1.51 4.39
H -1.32 -1.20 4.66
H -0.05 0.75 3.01
H 0.86 2.41 3.58
H 2.89 3.39 4.48
H 4.91 3.64 3.04
H 4.82 2.87 0.70
O -1.05 5.31 -1.03
S -0.72 4.23 -0.17
O 0.59 3.52 -0.59
O -1.62 2.98 -0.44
S -0.72 4.53 1.73
F 0.82 -0.71 -1.20
C 0.92 -1.76 -2.05
C 1.85 -2.70 -1.72
F 2.59 -2.49 -0.64
C 1.99 -3.90 -2.46
C 1.07 -4.03 -3.53
C 0.17 -3.06 -3.86
F -0.61 -3.25 -4.92
C 0.07 -1.85 -3.16
C -0.83 -0.78 -3.55
C -0.54 0.49 -3.15
N -0.21 1.55 -2.77
C -2.04 -1.00 -4.25
N -3.05 -1.18 -4.78
F 1.10 -5.13 -4.27
C 2.97 -4.89 -2.15
C 3.02 -6.15 -2.79
N 3.09 -7.20 -3.25
C 3.97 -4.68 -1.18
N 4.82 -4.55 -0.41
*
```



[4]
DFT (the ωB97M-V functional and the def2-TZVPD basis) results for C26H14MoN4O12S3 as an isolated structure at a distorted geometry.

Orbital gap (spin up / spin down) = 4.70 / 4.65 eV
LUMO (spin up / spin down) = -3.61 / -3.66 eV

ORCA input file:
```
! wB97M-V def2-TZVPD RIJCOSX def2/J DEFGRID3
* xyz 0 3
Mo 0.46 0.04 -0.83
O 1.77 3.92 4.66
C 2.70 3.40 4.00
O 3.84 3.08 4.30
C 2.15 2.78 2.69
C 0.86 3.04 2.24
C 0.37 2.37 1.13
N 1.13 1.49 0.47
C 2.42 1.28 0.86
C 2.95 1.90 1.96
C 3.16 0.33 -0.03
O 4.32 0.05 0.07
O 2.36 -0.19 -0.99
H 0.26 3.74 2.80
H -0.64 2.51 0.77
H 3.97 1.72 2.27
O 0.06 -1.46 0.10
C -0.11 -2.09 1.41
C -0.85 -3.38 1.15
C -1.71 -3.65 0.14
C -2.31 -4.94 0.25
C -1.88 -5.60 1.36
S -0.75 -4.69 2.26
C 1.29 -2.33 1.93
C 2.38 -2.67 1.18
C 3.53 -2.93 1.98
C 3.27 -2.80 3.31
S 1.65 -2.35 3.61
C -0.92 -1.14 2.26
C -0.47 -0.06 2.96
C -1.52 0.68 3.56
C -2.74 0.15 3.28
S -2.64 -1.25 2.30
H -1.93 -2.96 -0.66
H -3.02 -5.34 -0.45
H -2.16 -6.59 1.69
H 2.36 -2.74 0.11
H 4.49 -3.18 1.57
H 3.96 -2.92 4.13
H 0.58 0.19 3.07
H -1.36 1.56 4.17
H -3.71 0.51 3.61
O -4.54 1.17 -6.12
N -3.51 1.79 -6.30
O -3.25 2.45 -7.28
C -2.50 1.72 -5.24
C -1.30 2.42 -5.40
C -0.35 2.37 -4.42
C -0.50 1.59 -3.24
O 0.45 1.36 -2.42
C -1.78 0.96 -3.12
C -2.75 0.98 -4.12
N -2.05 0.25 -1.93
O -2.75 -0.72 -1.91
O -1.55 0.74 -0.84
N 0.89 3.14 -4.62
O 1.27 3.27 -5.77
O 1.42 3.59 -3.64
H -1.12 3.00 -6.29
H -3.69 0.46 -4.00
*
```



[5]
DFT (the ωB97M-V functional and the def2-TZVPD basis) results for C26H15Br4NO3SrTe as an isolated structure at a distorted geometry.

ΔE to the lowest compared entry with this formula, charge and spin = 65.78 kcal/mol
Orbital gap (spin up / spin down) = 5.62 / 6.20 eV
LUMO (spin up / spin down) = -1.71 / -1.12 eV

ORCA input file:
```
! wB97M-V def2-TZVPD RIJCOSX def2/J DEFGRID3
* xyz 0 1
Sr -0.44 0.25 0.06
Br 1.54 -5.39 4.15
C 1.47 -3.74 3.24
C 0.85 -2.64 3.83
Br 0.08 -2.76 5.53
C 0.79 -1.43 3.13
Br -0.22 0.06 3.71
C 1.41 -1.31 1.89
O 1.34 -0.19 1.19
C 2.04 -2.42 1.29
O 2.53 -2.33 0.04
C 2.03 -3.64 1.96
Br 2.72 -5.13 1.04
Te 2.11 -0.65 -1.11
C 2.48 -1.47 -3.03
C 3.22 -0.69 -3.90
C 3.47 -1.15 -5.19
C 2.99 -2.39 -5.58
C 2.27 -3.18 -4.69
C 2.00 -2.71 -3.41
C 0.07 -1.38 -1.36
C -0.55 -2.24 -0.45
C -1.93 -2.40 -0.46
C -2.71 -1.70 -1.37
C -2.12 -0.84 -2.28
C -0.74 -0.66 -2.27
H 3.60 0.27 -3.59
H 4.02 -0.53 -5.88
H 3.19 -2.76 -6.58
H 1.90 -4.15 -4.99
H 1.43 -3.32 -2.72
H 0.05 -2.81 0.25
H -2.37 -3.10 0.23
H -3.78 -1.86 -1.40
H -2.71 -0.32 -3.02
H -0.29 0.00 -3.00
C -2.04 1.98 1.13
C -2.27 3.02 1.73
C -2.49 4.25 2.43
C -1.41 5.10 2.72
C -1.62 6.29 3.39
C -2.89 6.67 3.78
C -3.97 5.82 3.51
C -3.77 4.63 2.84
H -0.42 4.80 2.41
H -0.77 6.94 3.60
H -3.05 7.60 4.30
H -4.96 6.10 3.83
H -4.60 3.97 2.64
O 1.53 2.23 -2.08
N 1.00 1.33 -1.52
*
```



[6]
DFT (the ωB97M-V functional and the def2-TZVPD basis) results for C26H16AuBrN3O2 as an isolated structure at a distorted geometry.

ΔE to the lowest compared entry with this formula, charge and spin = 66.72 kcal/mol
Orbital gap (spin up / spin down) = 3.15 / 3.18 eV
LUMO (spin up / spin down) = -6.55 / -6.53 eV

ORCA input file:
```
! wB97M-V def2-TZVPD RIJCOSX def2/J DEFGRID3
* xyz 1 1
Au 0.22 -0.37 -0.10
O -2.04 6.29 1.32
C -2.55 5.41 1.95
O -3.34 5.14 2.80
C -1.79 3.90 1.45
C -0.80 3.95 0.50
C -0.13 2.75 0.22
N -0.45 1.64 0.87
C -1.46 1.57 1.72
C -2.18 2.73 2.06
C -1.83 0.24 2.22
C -2.87 0.03 3.12
C -3.23 -1.26 3.46
C -2.53 -2.32 2.91
C -1.49 -2.04 2.03
N -1.17 -0.80 1.70
C 0.88 2.63 -0.84
C 1.31 3.71 -1.60
C 2.18 3.50 -2.66
C 2.62 2.21 -2.92
C 2.17 1.19 -2.11
N 1.32 1.39 -1.12
H -0.58 4.87 0.00
H -3.01 2.73 2.75
H -3.40 0.87 3.55
H -4.05 -1.44 4.14
H -2.78 -3.34 3.14
H -0.91 -2.83 1.58
H 0.97 4.71 -1.38
H 2.51 4.33 -3.27
H 3.30 2.00 -3.73
H 2.49 0.16 -2.26
Br 1.29 -2.68 -0.96
C -0.10 -2.86 -2.31
C -0.06 -3.95 -3.12
C -1.05 -4.12 -4.10
C -2.03 -3.18 -4.25
C -2.10 -2.04 -3.42
C -3.11 -1.07 -3.56
C -3.15 0.03 -2.75
C -2.18 0.21 -1.76
C -1.19 -0.71 -1.61
C -1.10 -1.86 -2.41
H 0.72 -4.69 -3.00
H -1.00 -4.99 -4.74
H -2.79 -3.31 -5.01
H -3.86 -1.20 -4.33
H -3.93 0.78 -2.85
H -2.22 1.08 -1.12
*
```



[7]
DFT (the ωB97M-V functional and the def2-TZVPD basis) results for C26H16BF12NO4V as an isolated structure at a distorted geometry.

ΔE to the lowest compared entry with this formula, charge and spin = 43.89 kcal/mol
Orbital gap (spin up / spin down) = 4.31 / 5.86 eV
LUMO (spin up / spin down) = 4.70 / 4.70 eV

ORCA input file:
```
! wB97M-V def2-TZVPD RIJCOSX def2/J DEFGRID3
* xyz -2 4
V 0.69 -0.98 -0.37
C -4.41 -1.11 4.45
C -3.50 -0.72 3.33
C -3.24 0.62 3.03
C -2.44 0.95 1.97
C -1.87 -0.02 1.11
N -1.16 0.34 0.01
C -1.53 1.36 -0.76
C -2.84 1.92 -0.72
C -3.19 3.04 -1.43
C -2.27 3.68 -2.25
C -2.60 4.96 -2.98
C -1.03 3.07 -2.42
C -0.66 1.92 -1.74
C 0.66 1.23 -2.07
O 0.76 -0.09 -1.90
C 1.04 1.46 -3.57
F 1.59 2.65 -3.91
F 1.94 0.56 -3.98
F -0.01 1.32 -4.39
C 1.77 1.92 -1.21
F 1.85 3.26 -1.39
F 1.55 1.76 0.10
F 3.00 1.45 -1.47
C -2.04 -1.39 1.48
C -2.86 -1.69 2.57
C -1.17 -2.44 0.82
O 0.14 -2.16 0.85
C -1.59 -2.75 -0.67
F -2.68 -3.56 -0.76
F -0.62 -3.40 -1.34
F -1.92 -1.69 -1.42
C -1.26 -3.83 1.53
F -0.45 -4.72 0.93
F -2.47 -4.46 1.58
F -0.85 -3.77 2.80
H -4.97 -0.25 4.82
H -5.12 -1.87 4.12
H -3.84 -1.53 5.29
H -3.67 1.41 3.65
H -2.22 1.99 1.75
H -3.59 1.42 -0.13
H -4.20 3.44 -1.34
H -3.60 5.30 -2.72
H -1.89 5.75 -2.72
H -2.55 4.82 -4.06
H -0.35 3.54 -3.12
H -3.03 -2.71 2.85
O 3.61 -1.77 -0.95
B 2.63 -1.31 -0.03
O 3.34 -1.00 1.18
C 4.64 -1.24 0.97
C 5.72 -1.09 1.83
C 6.98 -1.42 1.33
C 7.15 -1.88 0.04
C 6.07 -2.03 -0.83
C 4.81 -1.71 -0.34
H 5.59 -0.72 2.83
H 7.85 -1.32 1.97
H 8.14 -2.13 -0.32
H 6.20 -2.38 -1.84
*
```